{
  "formula": "C20H20F2N2O5S",
  "method": "ωB97M-V with the def2-TZVPD basis set",
  "species": ["H", "O", "H", "H", "H", "F", "C", "C", "O", "C", "C", "C", "H", "C", "H", "O", "C", "C", "H", "C", "N", "C", "C", "C", "F", "C", "H", "H", "H", "C", "H", "C", "C", "N", "S", "H", "H", "C", "H", "H", "C", "H", "O", "C", "H", "H", "H", "H", "O", "C"],
  "xyz": [[-3.924, 4.435, -0.415], [-2.089, -2.424, -2.416], [-4.335, -0.122, -1.443], [1.117, -4.807, 1.663], [-5.750, 2.997, -0.757], [5.789, 3.379, -0.684], [4.769, 1.297, -0.343], [-2.933, 1.465, -1.048], [2.032, 0.503, -0.164], [7.186, 1.509, -0.408], [-5.355, 2.911, 0.263], [1.549, -1.776, 0.187], [-4.158, -0.916, 0.895], [-3.246, 0.027, -1.450], [-1.859, 1.648, -1.077], [-4.827, 1.622, 0.484], [2.481, -0.610, 0.004], [-4.161, 3.863, 0.491], [3.800, 1.763, -0.402], [0.862, -3.935, 1.082], [3.804, -0.925, 0.016], [-2.778, 0.682, 1.333], [4.900, -0.071, -0.129], [0.278, -1.649, -0.374], [3.011, -3.118, 1.503], [7.300, 0.146, -0.194], [-1.704, 0.865, 1.346], [8.052, 2.141, -0.518], [-2.561, -1.474, 1.449], [5.917, 2.054, -0.477], [-2.858, -0.208, -2.441], [-3.419, 1.710, 0.396], [-3.078, -0.730, 0.839], [-2.602, -0.868, -0.516], [-2.271, -2.423, -0.996], [0.038, -0.756, -0.928], [-6.166, 3.068, 0.977], [1.807, -2.937, 0.914], [4.061, -1.890, 0.165], [8.278, -0.307, -0.134], [6.172, -0.639, -0.056], [6.273, -1.701, 0.114], [-3.171, -3.381, -0.418], [-0.387, -3.786, 0.505], [-3.429, 2.156, -1.729], [-4.320, 4.553, 1.321], [-1.155, -4.535, 0.612], [-3.179, 0.824, 2.336], [-3.091, 3.010, 0.835], [-0.664, -2.641, -0.219]],
  "mulliken_charge": [0.265, -0.753, 0.320, 0.456, 0.255, -0.318, -0.483, -0.819, -0.687, -0.665, -0.365, -0.352, 0.315, -0.800, 0.276, -0.453, 0.494, -0.477, 0.585, -0.846, -0.055, -0.902, 0.608, 0.130, -0.351, -0.454, 0.194, 0.448, 0.521, 0.296, 0.509, 0.994, -0.695, 0.172, 1.358, 0.472, 0.314, 0.540, 0.146, 0.370, -0.755, 0.358, -0.733, -0.173, 0.380, 0.333, 0.540, 0.413, -0.560, -0.367],
  "relative_energy_kcal_mol": 0.0,
  "homo_ev": -8.89,
  "orbital_gap_ev": 8.92,
  "energy_ha": -1857.772449
}

---

{
  "formula": "C20H20F5N3O4ReS3Se3",
  "method": "ωB97M-V with the def2-TZVPD basis set",
  "species": ["H", "H", "S", "O", "C", "H", "C", "H", "H", "C", "C", "O", "C", "H", "H", "N", "H", "H", "H", "H", "H", "C", "H", "C", "Re", "O", "F", "F", "C", "C", "N", "C", "S", "C", "C", "O", "H", "Se", "H", "C", "C", "F", "C", "F", "C", "N", "Se", "Se", "H", "H", "C", "S", "F", "C", "H", "C", "C", "H", "H"],
  "xyz": [[2.628, 0.021, -0.376], [-2.464, -4.628, 1.801], [-0.865, 0.495, 2.443], [3.191, -3.574, 2.878], [2.785, 0.539, -4.616], [-0.930, -3.861, -2.717], [3.500, 2.958, -4.371], [1.079, -3.411, -4.203], [-0.881, 3.215, 3.612], [1.903, -2.039, -2.819], [1.891, 3.966, 1.802], [2.644, -1.592, 1.432], [-3.391, -1.128, -0.419], [3.332, -0.193, -1.954], [2.767, 2.546, 0.406], [1.146, 1.779, 1.418], [-1.068, -2.665, -0.600], [2.596, 4.755, 1.591], [2.749, -1.765, -3.433], [-4.133, -2.152, 1.326], [-1.876, -0.946, -3.103], [0.121, 1.897, 2.265], [-3.161, -2.013, -1.016], [2.822, 1.894, -5.170], [0.520, -1.099, 1.373], [1.212, 0.658, 0.676], [3.303, 3.958, -2.211], [2.767, 2.140, -6.517], [2.017, 2.768, 1.149], [1.642, 2.426, -3.150], [2.701, -0.500, -1.228], [1.769, -1.391, -1.557], [1.274, -1.394, 3.739], [-0.054, 3.109, 2.925], [0.973, -2.928, -3.241], [0.978, -3.150, 1.754], [-1.780, 0.811, -3.331], [-2.200, 0.332, -0.943], [-3.375, 0.035, -3.164], [0.835, 4.138, 2.694], [-0.212, -2.537, -1.230], [0.406, 1.161, -4.764], [-2.333, 0.008, -2.851], [4.657, 3.468, -4.733], [-1.901, -4.025, 1.094], [0.711, -1.660, -0.744], [-1.760, -2.251, 1.879], [0.360, 2.655, -1.945], [-2.413, -3.987, 0.137], [-0.893, -4.413, 0.978], [2.870, 3.187, -3.216], [2.231, -2.617, 2.473], [3.768, 0.360, -3.584], [-3.355, -1.432, 1.065], [-3.527, -0.537, 1.660], [1.652, 1.504, -4.300], [-0.138, -3.190, -2.416], [0.708, 5.081, 3.208], [-4.415, -0.841, -0.662]],
  "mulliken_charge": [-0.016, 0.372, -0.570, -0.560, -1.133, 0.483, 0.043, 0.438, 0.473, -0.870, -0.907, -0.548, -0.789, 0.525, 0.463, 0.546, -0.036, 0.455, 0.492, 0.511, 0.178, 0.897, 0.366, 1.178, 1.315, -0.909, -0.334, -0.382, -0.058, -0.003, 0.206, 0.193, -0.238, -0.961, -0.536, -0.511, 0.212, 0.166, 0.388, -0.257, -0.272, -0.395, -0.769, -0.304, -1.025, 0.696, 0.314, -0.044, 0.439, 0.288, 0.300, 0.889, -0.394, -0.994, 0.503, 0.471, -0.897, 0.401, 0.511],
  "relative_energy_kcal_mol": 1.3,
  "homo_ev": [-7.06, -7.06],
  "orbital_gap_ev": [6.09, 5.51],
  "multiplicity": 2,
  "energy_ha": -10215.619815
}

---

{
  "formula": "C20H20F5N4ORuS2Se",
  "method": "ωB97M-V with the def2-TZVPD basis set",
  "species": ["H", "N", "C", "C", "C", "F", "H", "C", "H", "H", "C", "N", "H", "F", "H", "C", "H", "N", "H", "H", "H", "F", "S", "C", "C", "H", "Se", "O", "H", "C", "C", "C", "C", "H", "H", "C", "H", "H", "N", "H", "C", "F", "C", "C", "C", "C", "S", "H", "C", "C", "H", "H", "F", "Ru"],
  "xyz": [[1.369, -2.016, 3.054], [-6.054, -3.063, -0.373], [1.616, -1.949, -3.074], [-5.437, -2.119, 0.413], [-4.140, -1.655, 0.145], [-0.153, 4.103, 1.963], [0.096, -1.661, 1.861], [1.913, 0.191, 1.263], [2.709, 2.821, 2.995], [2.300, -4.392, -1.884], [-2.191, -0.392, 0.828], [1.257, -0.031, 2.448], [-3.799, -2.620, -1.784], [0.782, 6.422, 0.816], [1.017, -5.189, -0.934], [1.226, -4.444, -1.695], [1.643, -2.879, -3.646], [2.582, 1.380, 1.417], [-0.102, -1.144, 3.558], [2.642, -1.616, -2.880], [-1.511, -1.832, -2.015], [-0.152, 1.799, 0.554], [1.028, 1.330, -2.141], [0.807, 5.268, 0.136], [1.350, 4.031, -1.865], [-4.027, -0.399, 1.895], [2.964, -1.402, 0.447], [0.748, -3.199, -1.171], [-1.713, 0.282, 1.526], [-3.482, -0.764, 1.039], [1.499, 1.009, 3.298], [0.615, -1.280, 2.753], [2.318, 1.881, 2.663], [4.554, 1.399, 0.742], [1.140, -1.168, -3.667], [0.897, 2.827, -1.301], [0.685, -4.700, -2.608], [-5.771, -3.129, -1.338], [-1.444, -0.805, -0.223], [3.680, 2.946, 0.599], [-3.373, -2.009, -1.002], [1.745, 6.350, -1.740], [0.326, 4.098, 0.712], [-2.088, -1.570, -1.134], [1.298, 5.228, -1.169], [0.349, 2.920, -0.014], [-6.297, -1.604, 1.794], [-7.037, -3.205, -0.197], [3.588, 1.864, 0.510], [0.930, -2.057, -1.760], [3.321, 1.600, -0.518], [1.063, 1.072, 4.272], [1.853, 4.030, -3.103], [0.862, -0.559, -0.464]],
  "mulliken_charge": [0.322, -0.382, -1.440, 0.362, 1.106, -0.362, 0.292, -0.962, 0.548, 0.366, -0.807, 0.752, 0.232, -0.316, 0.234, -0.931, 0.487, 0.794, 0.320, 0.259, 0.425, 0.246, -0.532, 0.532, 0.143, 0.408, -0.456, -0.008, 0.557, -1.015, -0.686, -0.929, -0.502, 0.334, 0.327, 0.571, 0.352, 0.207, 0.447, 0.319, -0.922, -0.304, -0.136, -0.690, 0.321, -0.328, -0.360, 0.238, -1.138, 0.434, 0.319, 0.493, -0.342, 0.801],
  "relative_energy_kcal_mol": 48.6,
  "homo_ev": [-6.02, -6.63],
  "orbital_gap_ev": [4.53, 5.13],
  "multiplicity": 2,
  "energy_ha": -4860.257252
}

---

{
  "formula": "C20H20F6N4O6STi",
  "method": "ωB97M-V with the def2-TZVPD basis set",
  "species": ["N", "O", "O", "H", "C", "F", "H", "O", "F", "C", "S", "H", "F", "H", "C", "C", "F", "Ti", "C", "O", "H", "H", "H", "F", "C", "H", "H", "C", "C", "F", "N", "C", "C", "O", "H", "H", "H", "O", "H", "H", "C", "H", "C", "H", "C", "H", "N", "C", "C", "H", "C", "C", "H", "C", "C", "C", "H", "N"],
  "xyz": [[1.373, 2.090, 0.322], [-1.254, 2.147, -0.109], [-1.427, 1.339, -2.474], [3.811, 0.028, -2.626], [0.592, 3.012, 1.117], [1.574, -1.354, -5.467], [2.885, -1.429, -2.563], [-1.659, 3.826, 1.399], [0.598, -1.879, -3.553], [-1.910, -0.026, 2.020], [-2.113, -0.652, 0.374], [4.078, 0.179, 1.147], [-0.179, -0.237, -4.758], [-0.991, -5.173, 1.964], [0.948, -0.823, -4.355], [-1.853, 0.765, 4.700], [3.034, 2.268, -3.527], [0.073, 1.311, -1.285], [3.204, -0.664, -3.235], [-0.174, 3.011, -2.425], [4.817, 2.003, -0.019], [-0.409, -3.075, 0.829], [-5.187, -4.017, 1.782], [3.187, 1.163, -5.433], [2.446, 1.527, 1.078], [2.907, -0.230, -0.151], [0.727, 2.775, 2.199], [-2.847, 1.229, 3.850], [-2.438, -2.356, 0.758], [1.274, 2.124, -4.899], [-0.666, -0.461, -0.406], [-4.127, -3.838, 1.574], [-1.812, -4.501, 1.672], [2.653, 1.733, 2.280], [3.751, -1.082, -4.056], [-0.048, -0.434, 4.791], [-4.548, -1.859, 0.754], [1.274, 0.529, -2.475], [-3.435, -5.633, 2.532], [3.650, 1.907, -1.163], [-0.887, -0.450, 2.834], [-3.680, 1.832, 4.221], [-3.143, -4.743, 1.960], [-3.531, 1.410, 1.802], [1.958, 0.123, -3.625], [-0.113, -1.118, 2.446], [4.242, 1.345, -0.556], [-0.858, -0.063, 4.178], [3.404, 0.581, 0.399], [-1.861, 1.013, 5.767], [-3.790, -2.624, 0.961], [-1.470, -3.288, 1.028], [-0.239, -1.345, -0.648], [2.319, 1.448, -4.383], [-0.936, 3.063, 0.774], [-2.847, 0.904, 2.469], [1.007, 4.059, 1.040], [-1.355, 2.610, -2.828]],
  "mulliken_charge": [0.147, -0.596, -0.025, 0.412, -0.421, -0.319, 0.423, -0.773, -0.260, 0.612, -0.101, 0.413, -0.216, 0.316, 0.536, -0.404, -0.243, -0.297, -1.655, -0.251, 0.303, 0.223, 0.305, -0.324, 0.462, -0.029, 0.347, -0.567, 0.584, -0.224, 0.087, -0.468, -0.572, -0.754, 0.293, 0.353, 0.333, -0.039, 0.294, 0.144, -0.232, 0.324, -0.527, 0.338, 1.132, 0.255, -0.603, -0.675, -0.471, 0.343, -0.573, -0.280, 0.074, 0.503, 0.346, -0.352, 0.237, 0.111],
  "total_charge": -2,
  "relative_energy_kcal_mol": 0.0,
  "homo_ev": [1.16, -2.67],
  "orbital_gap_ev": [3.64, 7.45],
  "multiplicity": 3,
  "energy_ha": -3291.503281
}

---

{
  "formula": "C20H20I2N2O12",
  "method": "ωB97M-V with the def2-TZVPD basis set",
  "species": ["H", "H", "H", "C", "O", "H", "C", "O", "I", "O", "H", "C", "C", "O", "O", "H", "C", "C", "C", "H", "C", "H", "C", "C", "C", "I", "C", "H", "H", "O", "C", "C", "O", "H", "C", "H", "H", "H", "H", "O", "H", "O", "H", "H", "C", "C", "C", "C", "O", "N", "N", "H", "C", "O", "O", "H"],
  "xyz": [[6.223, 0.581, 0.538], [-5.597, 1.637, 2.984], [7.941, -1.613, -2.952], [4.278, 0.048, -4.771], [7.571, -2.192, -3.650], [5.881, -2.994, -5.565], [2.767, -0.910, -0.085], [2.660, -1.161, 1.078], [-2.927, 0.833, 2.056], [2.366, 1.099, -1.240], [-7.861, 3.079, 5.384], [-0.979, -1.250, 1.064], [-9.388, 0.005, 4.566], [-6.025, 2.227, 3.638], [3.732, -1.615, -6.306], [0.165, 0.672, -2.048], [-7.347, 0.274, 3.340], [-8.005, 2.122, 4.902], [4.213, 1.128, 0.258], [2.317, -1.301, -2.147], [2.419, -1.838, -1.208], [4.890, 1.469, -3.305], [-9.185, 1.355, 5.228], [-8.521, -0.499, 3.677], [-7.136, 1.617, 4.014], [-2.049, 2.645, -0.921], [5.260, 0.323, 0.982], [-0.366, 0.777, 1.559], [5.256, 0.636, 2.024], [-6.492, -0.068, 2.543], [-1.148, 0.276, 1.004], [5.075, 0.528, -3.806], [3.194, 0.662, -5.216], [-10.923, -0.002, 5.595], [6.218, -0.255, -3.399], [-1.934, -1.760, 1.177], [1.503, -2.379, -0.979], [-1.796, 0.034, -1.011], [-8.661, -1.459, 3.201], [6.999, 0.055, -2.515], [2.827, 0.082, -5.914], [4.197, 2.323, 0.219], [-0.347, -1.526, 1.906], [-0.502, -1.608, 0.150], [1.209, 1.331, -0.477], [5.696, -2.054, -5.066], [-1.161, 0.725, -0.462], [6.491, -1.574, -4.097], [1.174, 2.030, 0.482], [3.313, 0.353, -0.523], [0.165, 0.619, -1.037], [5.123, -0.753, 0.933], [4.539, -1.280, -5.456], [-10.052, 1.706, 6.009], [-10.495, -0.606, 4.953], [3.238, -2.555, -1.307]],
  "mulliken_charge": [0.296, 0.174, 0.377, 0.288, -0.573, 0.444, 0.539, -0.526, 0.207, -0.258, 0.430, -0.993, 0.362, -0.545, -0.646, 0.292, 1.103, -0.991, 0.570, 0.228, -1.230, 0.424, 1.120, -1.089, 0.293, 0.101, -1.106, 0.383, 0.308, -0.552, 0.042, -0.929, -0.590, 0.381, 1.130, 0.469, 0.295, 0.605, 0.419, -0.670, 0.386, -0.536, 0.300, 0.085, 0.460, -1.031, -1.215, 0.310, -0.491, 0.525, 0.039, 0.324, 1.079, -0.630, -0.573, 0.386],
  "homo_ev": -9.08,
  "orbital_gap_ev": 7.38,
  "energy_ha": -2381.860486
}

---

{
  "formula": "C20H20IN6ORhS3",
  "method": "ωB97M-V with the def2-TZVPD basis set",
  "species": ["N", "N", "C", "C", "N", "S", "H", "C", "C", "S", "C", "C", "I", "C", "H", "H", "C", "C", "H", "C", "H", "C", "Rh", "C", "H", "H", "N", "C", "C", "H", "S", "C", "H", "O", "H", "H", "H", "C", "C", "N", "C", "H", "H", "H", "N", "H", "C", "H", "H", "H", "H", "C"],
  "xyz": [[0.317, -4.004, 1.597], [1.912, 0.467, 0.909], [-1.381, 2.298, 3.822], [-2.311, 1.843, 2.885], [-0.564, 1.012, 1.499], [1.712, -0.806, -1.611], [0.707, 2.440, 4.303], [-4.620, 6.219, -3.020], [-1.643, 1.050, -2.334], [-1.825, 4.075, -4.999], [0.117, -2.716, 1.851], [-2.671, 5.353, -4.069], [2.299, -2.015, 3.780], [-1.380, 3.049, -3.617], [-0.247, -1.306, 3.410], [4.748, -0.194, -3.230], [-0.375, 3.427, -2.728], [-0.040, 2.097, 3.601], [0.213, -4.347, 0.655], [-0.056, 2.596, -1.677], [-2.196, 8.324, -2.560], [1.701, 1.143, 2.140], [0.256, 0.051, -0.103], [-4.017, 5.217, -3.769], [-2.807, 1.500, -4.066], [-2.135, 0.105, -2.140], [-3.977, 7.301, -2.579], [0.378, 1.434, 2.426], [-1.992, 6.484, -3.650], [3.787, -1.705, -3.172], [4.684, -1.054, -1.034], [-2.692, 7.425, -2.907], [0.711, 2.869, -0.964], [-0.174, -1.924, 0.939], [-5.670, 6.150, -2.762], [2.542, 1.395, 2.767], [-0.156, -2.994, 3.978], [3.143, -0.480, -0.625], [-2.020, 1.833, -3.404], [3.100, 0.110, 0.570], [-1.856, 1.212, 1.738], [0.511, -4.666, 2.331], [-0.954, 6.643, -3.909], [-1.715, 2.803, 4.719], [-0.679, 1.421, -1.479], [-4.584, 4.366, -4.119], [4.682, -1.200, -2.816], [0.154, 4.361, -2.857], [-3.372, 1.973, 3.038], [5.568, -1.773, -3.077], [-2.547, 0.849, 0.988], [0.241, -2.265, 3.278]],
  "mulliken_charge": [-0.353, 1.513, -0.338, -0.793, 0.437, -0.072, 0.496, -0.388, -0.479, -0.074, 0.644, 0.216, 0.139, 0.332, 0.190, 0.355, -0.785, -0.971, 0.266, -0.375, 0.366, -1.073, 0.156, -0.211, 0.480, 0.562, -0.523, 1.055, -0.101, 0.355, 0.216, -0.417, 0.532, -0.650, 0.370, 0.455, 0.502, 0.470, -0.526, -1.230, -0.195, 0.212, 0.460, 0.460, 0.028, 0.408, -0.885, 0.358, 0.450, 0.365, 0.490, -0.899],
  "total_charge": 2,
  "homo_ev": [-12.81, -13.77],
  "orbital_gap_ev": [6.24, 4.34],
  "multiplicity": 5,
  "energy_ha": -2780.093498
}